<1>
Here is a gas-phase ion, C6H8NO (charge +1) from the Open Molecules 2025 dataset. Energies are from ωB97M-V/def2-TZVPD.

Geometry (Å):
1 C 1.62 0.21 -1.10
2 C 0.83 1.27 -1.15
3 C 0.67 -0.99 -0.83
4 C -0.57 0.77 -0.83
5 C 0.20 -0.73 0.88
6 C -0.58 0.52 0.68
7 N -1.28 -0.70 0.90
8 O -0.56 -0.57 -1.39
9 H 2.56 0.18 -1.51
10 H 1.04 2.36 -1.23
11 H 1.07 -1.99 -1.18
12 H -1.35 1.37 -1.35
13 H 0.88 -0.93 1.69
14 H -0.83 1.22 1.37
15 H -1.89 -1.31 0.16
16 H -1.64 -0.84 1.81

Summary:
2S+1: 1
Structure (SMILES): C1=C[C@H]2O[C@@H]1[C@@H]1[NH2+][C@@H]12
Kohn-Sham gap, eV: 10.900
HOMO energy, eV: -14.2
Total charge: +1

<2>
Here is a gas-phase ion, C6H8NO (charge +1) from the Open Molecules 2025 dataset. Energies are from ωB97M-V/def2-TZVPD.

Geometry (Å):
1 C -1.30 0.46 0.99
2 C 0.66 -0.01 -0.90
3 C 0.69 0.33 0.39
4 C -0.41 0.02 -1.94
5 C -1.82 -0.31 -1.38
6 C 1.41 0.10 2.65
7 N -1.76 0.19 -0.05
8 O 1.39 0.73 1.39
9 H 1.66 -0.44 -1.37
10 H -0.25 1.03 -2.36
11 H -0.18 -0.61 -2.79
12 H -2.51 0.16 -2.00
13 H -2.06 -1.42 -1.43
14 H 2.37 0.38 3.06
15 H 1.52 -1.02 2.51
16 H 0.58 0.41 3.22

Summary:
2S+1: 1
Kohn-Sham gap, eV: 9.186
HOMO energy, eV: -14.8
Total charge: +1

Which structure is most stable? <1>, by 34.7 kcal/mol over the runner-up.

<1>
Here is 2 unconnected molecules or ions with the total composition C3H11NO3 from the Open Molecules 2025 dataset. Energies are from ωB97M-V/def2-TZVPD.

Geometry (Å):
1 C 1.08 -1.37 -0.01
2 O 1.29 -2.46 -1.00
3 C -0.31 -0.81 0.12
4 C -0.34 0.32 1.10
5 O -1.60 0.95 1.14
6 N -0.78 -0.25 -1.15
7 H 1.35 -1.97 0.87
8 H 2.06 -0.76 -0.14
9 H 0.84 -2.18 -1.86
10 H -0.95 -1.60 0.41
11 H 0.41 1.23 1.06
12 H -0.19 0.05 2.19
13 H -2.18 0.15 0.94
14 H -0.44 0.60 -1.38
15 H -0.54 -0.91 -1.92
16 H 0.21 2.70 -0.83
17 H -0.20 3.33 0.50
18 O 0.62 3.04 -0.02

Summary:
2S+1: 1
Structure (SMILES): NC(CO)CO.O
Kohn-Sham gap, eV: 10.423
HOMO energy, eV: -9.8
Total charge: 0

<2>
Here is 3 unconnected molecules or ions with the total composition C3H11NO3 from the Open Molecules 2025 dataset. Energies are from ωB97M-V/def2-TZVPD.

Geometry (Å):
1 C -1.73 0.66 0.53
2 N -1.73 -0.85 0.23
3 C -1.52 -1.12 -1.17
4 C -0.57 -0.24 -1.88
5 O -0.42 0.93 -1.62
6 H -2.52 1.17 -0.06
7 H -2.23 0.71 1.49
8 H -0.64 0.96 0.40
9 H -0.83 -1.11 0.55
10 H -2.53 -1.09 -1.77
11 H -1.19 -2.28 -1.33
12 H -0.13 -0.75 -2.71
13 H 4.87 -5.17 1.13
14 H 5.04 -5.67 -0.13
15 O 4.89 -4.77 0.20
16 H -0.05 4.71 3.20
17 H 0.03 6.20 3.17
18 O -0.07 5.39 2.62

Summary:
2S+1: 1
Structure (SMILES): CNCC=O.O.O
Kohn-Sham gap, eV: 9.567
HOMO energy, eV: -8.8
Total charge: 0

Which structure is most stable? <1>, by 17.5 kcal/mol over the runner-up.

<1>
Here is 3 unconnected molecules or ions with the total composition C3H11NO3 from the Open Molecules 2025 dataset. Energies are from ωB97M-V/def2-TZVPD.

Geometry (Å):
1 C -0.69 1.53 -1.43
2 C -0.76 1.08 0.05
3 C -0.46 -0.39 0.17
4 N -1.50 -1.25 0.02
5 O 0.68 -0.80 0.34
6 H 0.36 1.58 -1.76
7 H -1.16 0.82 -2.13
8 H -1.11 2.51 -1.56
9 H -1.75 1.32 0.43
10 H 0.05 1.57 0.59
11 H -2.45 -0.93 -0.04
12 H -1.37 -2.25 0.10
13 H 2.89 -1.34 -0.86
14 H 2.09 -0.29 -1.49
15 O 2.82 -0.88 -1.71
16 H 1.14 -0.10 2.85
17 H 0.62 -1.52 2.99
18 O 0.61 -0.66 3.43

Summary:
2S+1: 1
Structure (SMILES): CCC(N)=O.O.O
Kohn-Sham gap, eV: 10.977
HOMO energy, eV: -10.4
Total charge: 0

<2>
Here is 2 unconnected molecules or ions with the total composition C3H11NO3 from the Open Molecules 2025 dataset. Energies are from ωB97M-V/def2-TZVPD.

Geometry (Å):
1 C 1.47 0.69 1.40
2 O 1.78 -0.05 2.57
3 C 0.21 0.26 0.65
4 C 0.28 0.72 -0.82
5 O -1.04 1.05 -1.27
6 N -0.12 -1.13 0.72
7 H 1.39 1.80 1.69
8 H 2.32 0.61 0.71
9 H 2.17 -0.89 2.30
10 H -0.68 0.74 1.03
11 H 0.80 -0.12 -1.36
12 H 0.75 1.68 -0.92
13 H -1.93 0.67 -1.21
14 H 0.61 -1.74 0.39
15 H -1.07 -1.45 0.74
16 H -2.76 -1.09 -2.81
17 H -1.63 -0.70 -1.94
18 O -2.54 -1.05 -1.87

Summary:
2S+1: 1
Structure (SMILES): NC(CO)CO.O
Kohn-Sham gap, eV: 9.636
HOMO energy, eV: -8.9
Total charge: 0

Which structure is most stable? <1>, by 54.6 kcal/mol over the runner-up.

<1>
Here is 3 unconnected molecules or ions with the total composition C3H11NO3 from the Open Molecules 2025 dataset. Energies are from ωB97M-V/def2-TZVPD.

Geometry (Å):
1 C -2.44 -0.14 -0.25
2 N -0.82 0.44 -0.46
3 C -0.12 -0.77 -0.84
4 C -0.21 0.99 0.70
5 O -2.49 -1.08 0.56
6 H -2.75 -0.23 -1.30
7 H 0.88 -0.44 -1.14
8 H -0.64 -1.26 -1.66
9 H 0.04 -1.47 -0.03
10 H -0.30 0.43 1.64
11 H -0.46 2.04 0.88
12 H 0.85 0.92 0.37
13 H -2.93 0.79 0.11
14 H 2.56 0.27 -0.08
15 O 2.59 1.11 -0.73
16 H 3.49 1.17 -1.06
17 H 2.92 -0.66 1.55
18 O 2.23 -0.70 0.88

Summary:
2S+1: 1
Kohn-Sham gap, eV: 4.266
HOMO energy, eV: -8.9
Total charge: 0

<2>
Here is 3 unconnected molecules or ions with the total composition C3H11NO3 from the Open Molecules 2025 dataset. Energies are from ωB97M-V/def2-TZVPD.

Geometry (Å):
1 C -0.17 0.81 0.22
2 N 0.60 -0.30 0.30
3 C 1.80 -0.33 1.15
4 C 2.91 0.62 0.69
5 O -1.33 0.81 -0.13
6 H 0.36 1.66 0.67
7 H 0.37 -1.10 -0.26
8 H 1.46 -0.08 2.16
9 H 2.13 -1.37 1.21
10 H 3.87 0.66 1.22
11 H 3.09 0.23 -0.31
12 H 2.55 1.65 0.75
13 H -3.41 0.48 -0.37
14 H -4.72 0.84 -1.13
15 O -4.23 0.13 -0.75
16 H -2.06 -1.45 -2.49
17 H -1.77 -1.42 -1.05
18 O -1.45 -1.82 -1.87

Summary:
2S+1: 1
Structure (SMILES): CCNC=O.O.O
Kohn-Sham gap, eV: 10.913
HOMO energy, eV: -10.1
Total charge: 0

<3>
Here is 4 unconnected molecules or ions with the total composition C3H11NO3 from the Open Molecules 2025 dataset. Energies are from ωB97M-V/def2-TZVPD.

Geometry (Å):
1 C 1.84 -0.14 -0.48
2 C 1.04 -0.96 0.25
3 C 0.80 1.60 -1.66
4 N 1.67 1.22 -0.70
5 H 2.73 -0.61 -0.78
6 H 0.08 -0.62 0.40
7 H 1.33 -2.00 0.40
8 H 0.50 2.66 -1.59
9 H 0.40 0.92 -2.37
10 H -0.10 1.18 1.17
11 H -0.70 1.44 2.72
12 O -0.92 1.37 1.79
13 H -2.30 -1.14 -2.06
14 H -1.03 -1.68 -1.18
15 O -1.41 -0.89 -1.49
16 H -1.72 -1.79 2.56
17 H -1.65 -0.69 1.42
18 O -1.58 -1.64 1.64

Summary:
2S+1: 1
Structure (SMILES): C=CN=C.O.O.O
Kohn-Sham gap, eV: 9.655
HOMO energy, eV: -8.9
Total charge: 0

<4>
Here is 3 unconnected molecules or ions with the total composition C3H11NO3 from the Open Molecules 2025 dataset. Energies are from ωB97M-V/def2-TZVPD.

Geometry (Å):
1 C 0.78 -1.32 -1.11
2 C -0.16 -0.13 -0.83
3 C -0.86 -0.20 0.50
4 O -1.43 -1.21 0.86
5 N 2.12 -1.16 -0.55
6 H 0.84 -1.42 -2.19
7 H 0.39 -2.28 -0.80
8 H -0.93 -0.13 -1.61
9 H 0.42 0.79 -0.86
10 H -1.03 0.68 1.13
11 H 2.65 -0.43 -0.95
12 H 2.06 -1.02 0.45
13 H 2.31 1.96 1.67
14 H 3.43 1.54 0.65
15 O 2.89 2.27 0.97
16 H -3.42 1.63 -0.64
17 H -3.68 0.15 -0.14
18 O -3.49 1.05 0.12

Summary:
2S+1: 1
Structure (SMILES): NCCC=O.O.O
Kohn-Sham gap, eV: 9.986
HOMO energy, eV: -9.5
Total charge: 0

Which structure is most stable? <2>, by 20.9 kcal/mol over the runner-up.

<1>
Here is a molecular structure, C3H11NO3 from the Open Molecules 2025 dataset. Energies are from ωB97M-V/def2-TZVPD.

Geometry (Å):
1 C 1.00 0.11 -0.20
2 C 2.10 -0.58 0.59
3 O 1.62 1.19 -0.86
4 O 0.46 -0.78 -1.19
5 H 1.16 -1.03 -1.82
6 H 0.93 1.74 -1.25
7 H -0.35 -0.63 1.40
8 H 2.94 -0.83 -0.07
9 H 2.47 0.08 1.37
10 H 1.73 -1.51 1.02
11 C -2.40 0.27 0.04
12 N -1.55 1.25 0.01
13 O -2.24 -0.80 -0.71
14 H -1.31 -0.86 -1.02
15 H -0.16 0.69 0.14
16 H -1.90 2.11 0.41
17 H -3.43 0.38 0.39
18 H -1.07 -0.80 1.76

Summary:
2S+1: 1
Kohn-Sham gap, eV: 9.675
HOMO energy, eV: -8.8
Total charge: 0

<2>
Here is 3 unconnected molecules or ions with the total composition C3H11NO3 from the Open Molecules 2025 dataset. Energies are from ωB97M-V/def2-TZVPD.

Geometry (Å):
1 C -0.91 -0.07 1.04
2 N 0.36 -0.52 0.92
3 C 1.46 0.12 1.64
4 C 0.60 -1.79 0.29
5 O -1.27 0.84 1.77
6 H -1.59 -0.58 0.35
7 H 2.19 0.46 0.93
8 H 1.91 -0.55 2.37
9 H 1.03 0.97 2.16
10 H 0.58 -2.61 1.02
11 H 1.66 -1.84 0.01
12 H -0.03 -2.06 -0.56
13 H -0.78 1.18 -3.40
14 H -2.03 0.48 -2.75
15 O -1.41 0.46 -3.48
16 H -0.25 1.60 -1.56
17 H -0.87 1.85 0.08
18 O -0.66 2.05 -0.84

Summary:
2S+1: 1
Structure (SMILES): CN(C)C=O.O.O
Kohn-Sham gap, eV: 10.373
HOMO energy, eV: -9.8
Total charge: 0

Which structure is most stable? <2>, by 44.2 kcal/mol over the runner-up.

<1>
Here is 3 unconnected molecules or ions with the total composition C3H11NO3 from the Open Molecules 2025 dataset. Energies are from ωB97M-V/def2-TZVPD.

Geometry (Å):
1 C 0.88 0.26 -1.47
2 C 2.05 -0.54 -0.96
3 N 1.89 -1.25 0.23
4 C 1.79 -0.76 1.58
5 O 3.00 -0.76 -1.67
6 H 0.18 0.06 -2.26
7 H 0.31 0.63 -0.61
8 H 1.32 1.21 -1.81
9 H 2.20 -2.19 0.11
10 H 2.63 -0.15 1.90
11 H 1.64 -1.62 2.22
12 H 0.89 -0.18 1.74
13 H -3.03 2.43 0.67
14 H -1.59 2.02 0.97
15 O -2.50 1.73 1.07
16 H -3.31 -0.28 -0.04
17 H -4.61 -0.10 -0.81
18 O -3.75 -0.53 -0.86

Summary:
2S+1: 1
Structure (SMILES): CNC(C)=O.O.O
Kohn-Sham gap, eV: 9.671
HOMO energy, eV: -9.3
Total charge: 0

<2>
Here is 3 unconnected molecules or ions with the total composition C3H11NO3 from the Open Molecules 2025 dataset. Energies are from ωB97M-V/def2-TZVPD.

Geometry (Å):
1 O 1.84 -0.26 1.78
2 C 0.87 0.57 1.69
3 C -0.50 0.16 1.42
4 C -1.13 1.08 0.40
5 N -0.80 -1.20 0.87
6 H 0.92 1.67 1.80
7 H -1.00 0.15 2.45
8 H -2.19 0.93 0.53
9 H -0.97 0.66 -0.70
10 H -0.90 2.11 0.57
11 H -0.10 -1.71 1.32
12 H -0.38 -1.27 -0.03
13 H -0.08 -0.20 -2.65
14 H -0.79 -1.33 -3.37
15 O -1.00 -0.56 -2.88
16 H 2.71 -0.05 -1.35
17 H 1.70 -0.41 -0.48
18 O 1.81 -0.35 -1.37

Summary:
2S+1: 1
Structure (SMILES): C[C@@H](N)C=O.O.O
Kohn-Sham gap, eV: 10.509
HOMO energy, eV: -10.2
Total charge: 0

<3>
Here is 3 unconnected molecules or ions with the total composition C3H11NO3 from the Open Molecules 2025 dataset. Energies are from ωB97M-V/def2-TZVPD.

Geometry (Å):
1 C -0.48 -1.13 1.18
2 C 0.42 -0.78 -0.03
3 C 1.84 -0.57 0.37
4 O 2.49 0.33 0.04
5 N -1.50 -0.05 1.30
6 H 0.08 -1.35 2.10
7 H -0.96 -2.04 0.98
8 H -0.01 -0.05 -0.72
9 H 0.40 -1.58 -0.70
10 H 2.38 -1.47 0.81
11 H -1.10 0.84 1.29
12 H -2.08 -0.09 2.10
13 H 1.15 2.16 -2.54
14 H 1.84 1.57 -1.19
15 O 0.93 1.76 -1.63
16 H -1.43 1.46 -1.21
17 H -2.22 0.36 -0.68
18 O -1.75 0.63 -1.45

Summary:
2S+1: 1
Structure (SMILES): NCCC=O.O.O
Kohn-Sham gap, eV: 10.563
HOMO energy, eV: -9.7
Total charge: 0

<4>
Here is 3 unconnected molecules or ions with the total composition C3H11NO3 from the Open Molecules 2025 dataset. Energies are from ωB97M-V/def2-TZVPD.

Geometry (Å):
1 C 1.16 -0.59 1.75
2 C -0.03 -0.57 0.76
3 C -0.06 0.69 -0.05
4 N 0.34 1.87 0.47
5 O -0.38 0.67 -1.24
6 H 2.05 -0.14 1.31
7 H 0.86 -0.15 2.68
8 H 1.49 -1.60 1.99
9 H -0.89 -0.59 1.43
10 H -0.27 -1.40 0.11
11 H 0.51 2.09 1.44
12 H 0.50 2.64 -0.16
13 H 0.83 -0.75 -2.41
14 H 1.27 0.25 -3.43
15 O 1.52 -0.60 -3.06
16 H -3.58 -1.04 -0.42
17 H -2.62 -0.10 -0.97
18 O -2.70 -0.68 -0.20

Summary:
2S+1: 1
Structure (SMILES): CCC(N)=O.O.O
Kohn-Sham gap, eV: 10.683
HOMO energy, eV: -10.0
Total charge: 0

Which structure is most stable? <4>, by 26.1 kcal/mol over the runner-up.

<1>
Here is C4H7ClS in the gas phase from the Open Molecules 2025 dataset. Energies are from ωB97M-V/def2-TZVPD.

Geometry (Å):
1 C -1.95 -0.18 -0.19
2 C -0.44 0.35 0.05
3 C 0.77 -0.46 -0.34
4 C 1.99 0.06 0.46
5 H -1.98 -1.29 -0.05
6 H -2.71 0.22 0.48
7 H -2.31 0.05 -1.27
8 H -0.11 0.25 1.12
9 H 1.16 -0.25 -1.40
10 H 0.59 -1.54 -0.15
11 H 1.95 -0.10 1.60
12 S 3.25 0.77 -0.25
13 Cl -0.22 2.11 -0.07

Summary:
2S+1: 1
Structure (SMILES): C[C@H](Cl)CC=S
Kohn-Sham gap, eV: 8.556
HOMO energy, eV: -8.9
Total charge: 0

<2>
Here is C4H7ClS in the gas phase from the Open Molecules 2025 dataset. Energies are from ωB97M-V/def2-TZVPD.

Geometry (Å):
1 C -0.40 0.30 1.52
2 C -0.41 0.31 0.06
3 C -0.72 1.69 -0.57
4 C 0.83 -0.19 -0.63
5 H 0.43 0.97 1.76
6 H -1.37 0.67 1.88
7 H -0.22 -0.76 1.88
8 H -1.68 1.94 -0.03
9 H -0.99 1.68 -1.64
10 H 0.04 2.39 -0.29
11 H 0.60 -0.44 -1.68
12 S 2.30 -0.28 -0.02
13 Cl -1.73 -0.86 -0.23

Summary:
2S+1: 1
Structure (SMILES): CC(C)(Cl)C=S
Kohn-Sham gap, eV: 8.629
HOMO energy, eV: -9.0
Total charge: 0

Which structure is most stable? <2>, by 18.4 kcal/mol over the runner-up.

<1>
Here is C4H7ClS in the gas phase from the Open Molecules 2025 dataset. Energies are from ωB97M-V/def2-TZVPD.

Geometry (Å):
1 C 0.19 -0.30 -0.09
2 C -0.97 -1.26 0.18
3 C 0.11 1.02 -0.79
4 C 0.26 1.00 0.65
5 H 2.57 -0.16 -0.21
6 H -0.91 -2.15 -0.40
7 H -1.08 -1.51 1.30
8 H 0.99 1.29 -1.40
9 H -0.80 1.38 -1.29
10 H 1.12 1.32 1.22
11 H -0.63 1.20 1.28
12 S 1.76 -1.21 -0.21
13 Cl -2.61 -0.63 -0.22

Summary:
2S+1: 1
Structure (SMILES): SC1(CCl)CC1
Kohn-Sham gap, eV: 9.784
HOMO energy, eV: -9.0
Total charge: 0

<2>
Here is C4H7ClS in the gas phase from the Open Molecules 2025 dataset. Energies are from ωB97M-V/def2-TZVPD.

Geometry (Å):
1 C 1.88 1.37 -0.07
2 C 0.19 -0.82 0.44
3 C -1.17 -0.29 -0.15
4 C -2.20 -1.11 -0.37
5 H 1.21 1.93 -0.75
6 H 2.88 1.64 -0.43
7 H 1.71 1.64 0.99
8 H 0.30 -0.50 1.47
9 H 0.17 -1.93 0.44
10 H -2.10 -2.22 -0.33
11 H -3.14 -0.74 -0.67
12 S 1.76 -0.42 -0.43
13 Cl -1.49 1.44 -0.16

Summary:
2S+1: 1
Structure (SMILES): C=C(Cl)CSC
Kohn-Sham gap, eV: 9.599
HOMO energy, eV: -8.8
Total charge: 0

Which structure is most stable? <2>, by 5.9 kcal/mol over the runner-up.